C35H50BHgN8O2S3 | wB97M-V/def2-TZVPD

Element x y z (Å)
1 Hg 0.93853 2.42214 -1.80410
2 C 4.99671 -0.98113 -0.62943
3 C 3.57021 -1.35675 -0.36195
4 C 3.19708 -2.62941 -0.06778
5 C 1.83610 -2.96087 0.16353
6 N 0.91777 -2.04408 0.08185
7 N 1.29378 -0.76749 -0.15588
8 B 0.14239 0.15297 0.04562
9 N 0.22955 1.01805 1.25874
10 N 0.76723 0.37025 2.30414
11 C 0.83164 0.98609 3.44935
12 C 0.45497 2.34982 3.55241
13 C -0.05130 3.02131 2.47863
14 C -0.41030 4.47553 2.53023
15 C -0.21637 2.27870 1.27747
16 S -0.96395 2.92912 -0.13211
17 C 1.27671 0.13322 4.63274
18 C 0.14135 -0.87286 4.89895
19 C 1.51160 0.97325 5.88880
20 C 2.55878 -0.62889 4.26894
21 N -1.19556 -0.26942 -0.38090
22 N -2.00318 -0.39354 0.69160
23 C -3.21035 -0.87016 0.52985
24 C -3.71618 -1.15555 -0.75326
25 C -2.93424 -0.96190 -1.86701
26 C -3.49778 -1.21458 -3.24240
27 C -1.61198 -0.55805 -1.64836
28 S -0.54558 -0.23455 -2.98955
29 C -4.04093 -1.11662 1.77813
30 C -5.20561 -0.11123 1.80661
31 C -3.19751 -0.95184 3.04375
32 C -4.59207 -2.54954 1.72397
33 C 2.55091 -0.36360 -0.37910
34 S 2.94253 1.28935 -0.63665
35 C 1.36942 -4.34567 0.60119
36 C 1.15549 -4.25371 2.12659
37 C 2.41149 -5.42045 0.28790
38 C 0.03878 -4.69302 -0.07906
39 H 5.62123 -1.86763 -0.72116
40 H 5.07629 -0.38717 -1.54051
41 H 5.38665 -0.36679 0.18747
42 H 3.95120 -3.40780 -0.02836
43 H 0.60201 2.87565 4.48849
44 H -0.15551 4.90540 3.49772
45 H 0.11197 5.02137 1.74393
46 H -1.47887 4.61590 2.35519
47 H -0.81808 -0.36233 5.03620
48 H 0.04458 -1.57164 4.06464
49 H 0.35673 -1.43816 5.80921
50 H 0.59294 1.46023 6.23357
51 H 1.85287 0.31862 6.69340
52 H 2.28487 1.73413 5.73261
53 H 2.39794 -1.26646 3.39682
54 H 3.37886 0.06427 4.05104
55 H 2.86126 -1.25690 5.11014
56 H -4.73150 -1.51133 -0.87411
57 H -4.54941 -0.93344 -3.26993
58 H -2.96723 -0.67258 -4.01993
59 H -3.43741 -2.27992 -3.48154
60 H -4.83700 0.90475 1.98530
61 H -5.76758 -0.11087 0.86795
62 H -5.89125 -0.37585 2.61295
63 H -2.71491 0.02613 3.07433
64 H -3.84167 -1.05299 3.91885
65 H -2.41580 -1.71550 3.09740
66 H -5.32947 -2.68118 0.92760
67 H -3.78745 -3.27934 1.57689
68 H -5.08387 -2.77719 2.67034
69 H 2.09142 -4.00827 2.64172
70 H 0.41387 -3.48332 2.36025
71 H 0.79861 -5.21446 2.51217
72 H 3.32315 -5.29428 0.88007
73 H 1.99823 -6.39923 0.53682
74 H 2.67536 -5.43102 -0.77489
75 H -0.72847 -3.95157 0.15534
76 H 0.15668 -4.74332 -1.16745
77 H -0.30205 -5.67157 0.27165
78 O 2.42364 1.55430 -3.85637
79 C 2.15316 1.98482 -5.20970
80 C 2.57913 3.41704 -5.42793
81 C 1.88958 4.36849 -4.43567
82 C 0.38848 4.25100 -4.45968
83 C -0.34583 4.69567 -5.55294
84 C -1.71792 4.52379 -5.57417
85 C -2.34796 3.95237 -4.47279
86 C -1.56801 3.54536 -3.41479
87 N -0.23021 3.65872 -3.42300
88 H 3.36751 1.38606 -3.74369
89 H 1.07583 1.88491 -5.34225
90 H 2.63889 1.32224 -5.92584
91 H 2.33037 3.68723 -6.45822
92 H 3.66019 3.51361 -5.31726
93 H 2.17567 5.39496 -4.66298
94 H 2.24369 4.14511 -3.43222
95 H 0.16654 5.16917 -6.38512
96 H -2.29595 4.83276 -6.43929
97 H -3.42172 3.82664 -4.43827
98 H -2.01401 3.10520 -2.52911
99 O 1.42360 -1.68011 -3.58494
100 N 0.54607 -1.64861 -2.81937

Forces on the atoms, in the same order (eV/Å):
-0.0847 -0.3912 0.1962
-0.0506 0.0145 0.1044
0.3667 0.2533 -0.0114
-0.0171 -0.3234 0.0036
0.1236 -0.1464 0.0130
-0.0447 0.2137 0.1510
-0.0591 -0.2389 -0.3083
-0.4634 -0.1327 -0.2401
0.2338 0.0135 0.2108
-0.0860 -0.1308 -0.1716
0.0513 0.0657 0.2561
0.0841 -0.0083 0.1083
-0.0973 0.1726 0.0014
-0.0827 -0.1184 0.0162
-0.0324 0.0383 -0.0223
0.1428 0.2369 0.0300
0.0129 -0.0616 -0.0275
-0.0327 0.0252 0.0376
0.0307 0.0830 -0.0200
0.0550 0.0962 -0.0144
0.2597 -0.1787 -0.0110
-0.0606 -0.0267 0.2408
-0.0734 0.0437 0.0372
-0.2218 -0.0147 -0.0480
-0.0486 -0.1582 -0.1892
0.0862 -0.1023 0.1643
-0.0184 0.1339 -0.2557
-0.3325 0.9736 0.2044
-0.0530 0.1218 0.0646
0.0907 0.0755 -0.0818
0.0634 -0.0450 -0.0691
0.0608 -0.0780 -0.0863
-0.1562 -0.0175 -0.0685
-0.2302 0.4488 -0.2183
-0.1015 0.1025 0.0936
0.0315 -0.0532 -0.0040
0.0281 0.0235 -0.0384
0.0243 -0.0166 -0.0828
-0.0401 0.0121 0.0014
0.0098 -0.0349 0.0087
-0.0302 -0.0185 -0.0674
-0.0900 0.0768 -0.0069
-0.0476 -0.0661 -0.0644
0.0046 -0.0452 -0.0435
0.0062 0.0055 0.0033
0.0315 -0.0109 -0.0024
0.0964 -0.0586 0.0138
-0.0143 0.0532 0.0449
-0.0043 0.0240 -0.0872
0.1208 -0.0406 -0.0310
-0.0315 0.0623 -0.0582
-0.1058 -0.0747 0.0335
0.0195 0.0328 0.0555
-0.0777 -0.0865 0.0277
-0.0308 0.0340 -0.0672
0.0401 0.0235 0.0578
0.0172 0.0028 0.0284
-0.0084 0.0297 0.0033
0.0341 0.0570 0.0257
-0.0581 -0.1168 -0.0361
0.0094 -0.0246 0.1010
0.0144 0.0393 -0.0276
-0.0377 -0.0146 0.0450
0.0281 -0.0091 -0.0364
-0.0561 0.0776 0.0069
0.0617 -0.0023 0.0811
-0.1095 0.0862 0.0313
-0.0126 -0.0012 -0.0373
-0.1178 -0.0194 -0.0360
0.0660 -0.0868 -0.0024
0.0563 0.1281 -0.0651
-0.0791 -0.0295 -0.0725
0.0424 0.0522 -0.0085
-0.0179 -0.0188 0.0993
0.0589 -0.0808 -0.0308
-0.0333 0.0095 0.1302
0.0419 0.1249 -0.0399
-0.2682 -0.0167 -0.3104
0.2274 -0.1655 0.1888
-0.2370 0.1391 0.0321
-0.0841 -0.0455 -0.2375
0.0676 -0.1264 0.0530
-0.0274 0.0792 -0.0886
-0.0686 0.0027 -0.0331
0.0055 0.0880 -0.1086
0.0486 -0.0891 -0.0077
0.4115 -0.1322 0.0405
-0.0646 0.0521 0.0105
-0.0361 -0.0856 0.0360
0.0176 -0.0833 0.0489
0.0452 0.0600 0.0447
0.0286 0.0202 -0.0495
-0.0034 0.0473 0.0416
0.0726 0.0821 0.1854
-0.0539 -0.0669 0.1184
0.0626 0.0183 0.1215
0.0496 0.0174 0.0140
0.0599 -0.0348 -0.0830
0.2767 0.0504 -0.3049
0.3148 -0.7959 0.3451

Computed properties:
Spin multiplicity: 2
Frontier orbital gap (spin up / spin down) in eV: 5.3 / 7.4
HOMO energy (spin up / spin down) in eV: -11.6 / -13.8
E in eV: -90465.804
⟨S²⟩: 0.77
LUMO energy (spin up / spin down) in eV: -6.298 / -6.390
Total charge: +2

---

C35H50BN11SbSeSi3Ti | wB97M-V/def2-TZVPD

Element x y z (Å)
1 Ti 0.30381 0.63755 0.31374
2 C 1.01835 -1.23630 4.15184
3 C 1.46814 -0.77433 2.92243
4 N 0.50142 -0.08559 2.30841
5 N -0.57921 -0.09949 3.12510
6 C -0.29061 -0.79984 4.23127
7 B -1.98450 0.36679 2.63774
8 N -2.36054 -0.60412 1.51143
9 C -3.15969 -1.68101 1.56131
10 C -2.87432 -2.48314 0.47517
11 C -1.85367 -1.81971 -0.19404
12 N -1.54872 -0.67390 0.42187
13 N -1.82483 1.79181 2.05643
14 C -2.56624 2.85482 2.39084
15 C -1.90858 3.99541 1.97344
16 C -0.74504 3.53324 1.37598
17 N -0.70235 2.19273 1.40069
18 N -2.96320 0.41693 3.77806
19 C -2.78017 1.05920 4.96838
20 C -4.00244 1.18793 5.56670
21 C -4.90295 0.60490 4.65013
22 N -4.27805 0.15807 3.57975
23 H 1.56262 -1.81226 4.87868
24 H 2.43591 -0.90753 2.47001
25 H -1.02815 -0.95907 4.99933
26 H -3.87848 -1.77480 2.35538
27 H -3.33165 -3.41972 0.21019
28 H -1.34371 -2.12627 -1.08930
29 H -3.50871 2.74385 2.90201
30 H -2.22760 5.01632 2.08438
31 H 0.06449 4.12184 0.98475
32 H -1.80098 1.37406 5.29339
33 H -4.22312 1.63733 6.51924
34 H -5.97205 0.49610 4.73563
35 C 3.66503 2.91123 -2.83263
36 Sb 2.86402 1.05217 -2.07232
37 C 1.60507 1.99210 -0.41660
38 C 0.94414 3.18296 -0.99722
39 C -0.38035 3.13317 -1.47337
40 C -0.99855 4.27462 -1.93274
41 C -0.28721 5.46742 -1.94562
42 C 1.01381 5.43992 -1.47549
43 N 1.61073 4.34422 -1.01044
44 Si 3.00198 2.36386 0.87344
45 C 4.29456 3.70434 0.56059
46 C 3.98929 0.74425 1.09344
47 C 2.26366 2.81026 2.56596
48 C 1.91161 0.35943 -3.98576
49 C 0.51077 -0.12195 -3.79692
50 C -0.01404 -1.09988 -4.65827
51 C -1.37226 -1.31832 -4.73783
52 C -2.21812 -0.53553 -3.96606
53 C -1.63333 0.34443 -3.08179
54 N -0.31397 0.52346 -2.94036
55 Si 1.73903 1.66065 -5.39932
56 C 0.73454 3.15060 -4.83264
57 C 3.39101 2.21614 -6.12475
58 C 0.76439 0.92394 -6.84256
59 Si 3.17495 -1.02914 -4.44070
60 C 4.93371 -0.36029 -4.26315
61 C 3.09621 -1.73168 -6.19806
62 C 2.91704 -2.45234 -3.22600
63 H 3.83244 3.56847 -1.98602
64 H 2.99976 3.40149 -3.53712
65 H 4.61766 2.69739 -3.31833
66 H -0.92482 2.19827 -1.44758
67 H -2.02191 4.24393 -2.28520
68 H -0.73512 6.38420 -2.30100
69 H 1.61695 6.34195 -1.45599
70 H 5.03476 3.40463 -0.18268
71 H 4.82736 3.88660 1.49719
72 H 3.83977 4.64040 0.24413
73 H 4.89028 0.75436 0.47943
74 H 3.40983 -0.13122 0.80147
75 H 4.30829 0.62654 2.13190
76 H 1.99662 3.86875 2.60999
77 H 3.01956 2.63529 3.33457
78 H 1.38297 2.22884 2.82542
79 H 0.65842 -1.65492 -5.29409
80 H -1.77142 -2.05798 -5.41991
81 H -3.29315 -0.62837 -4.02851
82 H -2.27642 0.94321 -2.44584
83 H 1.16471 3.65516 -3.96852
84 H -0.28104 2.84933 -4.56937
85 H 0.66862 3.87818 -5.64500
86 H 4.13894 2.49088 -5.38349
87 H 3.20963 3.09273 -6.75076
88 H 3.81822 1.44085 -6.76459
89 H -0.27433 0.72408 -6.57499
90 H 1.19902 -0.00262 -7.22112
91 H 0.76115 1.64530 -7.66296
92 H 5.05739 0.59307 -4.77962
93 H 5.63993 -1.06661 -4.70188
94 H 5.21166 -0.22236 -3.21584
95 H 3.17922 -0.95283 -6.95851
96 H 2.20353 -2.32023 -6.41315
97 H 3.95157 -2.39901 -6.32566
98 H 3.01278 -2.10420 -2.19618
99 H 3.66195 -3.23479 -3.38370
100 H 1.93236 -2.91012 -3.33996
101 Se 1.30527 -3.78244 -0.02356
102 C 1.27211 -2.08787 -0.15142
103 N 1.25396 -0.89203 -0.24036

Forces on the atoms, in the same order (eV/Å):
0.0206 0.2579 0.6269
0.0086 0.0232 -0.0243
0.0455 -0.1003 0.1483
0.1121 -0.0094 -0.3370
-0.0675 0.0786 0.3987
0.1670 -0.0130 -0.0525
0.0849 0.0037 -0.3009
-0.3853 -0.0703 0.0658
0.1144 0.0360 -0.1239
0.0237 -0.0332 -0.0034
-0.1425 0.0819 -0.1676
0.1812 0.4887 -0.1111
-0.2230 0.1372 0.1616
0.0484 0.0011 -0.0922
0.1047 -0.0019 -0.0843
-0.0764 0.1325 0.2602
-0.3157 -0.0162 0.0072
0.0974 -0.0009 0.1279
0.0316 -0.0810 -0.0149
-0.0299 0.0375 0.0377
0.0750 0.0274 0.0426
-0.1472 -0.0252 -0.1382
0.0044 0.0020 -0.0149
-0.0486 0.0448 -0.0631
-0.0347 0.0217 -0.0444
0.0009 -0.0358 0.0101
-0.0086 0.0174 -0.0056
0.0847 0.1064 -0.1546
0.0414 -0.0717 0.0626
0.0264 0.0002 0.0301
-0.0172 -0.0533 -0.1364
-0.0254 0.0312 -0.0177
0.0161 -0.0254 0.0040
-0.0025 -0.0172 -0.0158
-0.0884 -0.1064 0.1304
0.4666 -0.0563 -0.4297
-0.2270 0.0026 -0.4297
-0.5903 0.6407 -0.4620
0.2746 -0.0339 0.0914
-0.0130 0.0096 -0.0690
-0.0044 -0.0625 0.0343
-0.0380 0.1150 -0.0199
0.0576 -0.2341 0.2030
0.6137 -0.1922 0.9923
-0.2370 -0.1002 -0.3041
-0.2426 0.2499 -0.0142
-0.0505 0.0273 -0.3341
0.0838 0.0343 0.3288
-0.4744 -0.0158 -0.1200
0.0924 -0.0872 0.1858
-0.0292 -0.0039 0.0257
-0.0196 -0.1424 -0.0491
0.0475 -0.0605 0.2553
0.2103 -0.2236 -0.1853
-0.0970 0.2517 -0.2648
0.1177 -0.1824 0.0370
-0.0933 -0.1480 0.1732
0.0864 -0.0174 0.2141
0.2118 -0.4125 -0.0268
-0.2862 0.1098 0.0995
-0.1141 0.2254 0.1452
0.0219 0.2390 -0.2188
0.0047 0.0540 -0.0181
0.1295 0.0086 0.0900
-0.0137 -0.0715 0.0629
-0.0492 0.0576 -0.0839
-0.0107 -0.0307 0.0251
0.0461 0.0241 -0.0080
-0.0391 0.0063 -0.0199
-0.0003 0.0094 0.0059
-0.0497 -0.1599 0.0718
0.0044 -0.0110 -0.0098
-0.0145 -0.0136 -0.0394
0.1268 -0.0780 -0.0142
-0.0343 0.0697 0.0240
-0.0250 -0.0003 -0.0097
0.0881 0.0053 -0.0683
0.0005 0.0162 0.0957
-0.0510 0.0206 -0.0348
0.0231 -0.0107 -0.0025
0.0056 0.0444 0.0227
0.0263 0.0183 0.1707
-0.1319 0.0483 0.0154
0.0028 -0.0080 -0.0037
0.0168 -0.0287 -0.0416
-0.0416 0.0296 -0.0839
-0.0392 -0.0067 -0.0229
-0.0053 0.0016 -0.0027
0.0216 0.0507 -0.0296
-0.0400 0.0339 -0.0083
0.0434 0.0479 0.0116
0.0492 -0.0551 0.0112
-0.0271 -0.0595 -0.0020
0.0958 -0.0156 -0.0440
0.0257 -0.0368 0.0048
0.0102 0.0211 -0.0147
0.0398 0.0102 0.0721
0.0363 -0.0282 -0.0186
0.0307 0.0180 -0.0276
-0.0192 0.0113 0.0189
-0.0011 -0.2803 0.0739
0.2100 0.1724 -0.0361
0.1118 -0.6857 -0.2020

Computed properties:
Frontier orbital gap in eV: 6.0
HOMO energy in eV: -10.1
E in eV: -172806.124
LUMO energy in eV: -4.195
Total charge: +1

---

Q: Look up the E of the first one.
A: -90465.804 eV